(1)
Here is C23H51NO10Si2 as an isolated structure from the OMol25 dataset. Energies are from wB97M-V/def2-TZVPD.

Computed properties:
- E_HOMO: -8.99 eV
- Orbital gap: 9.40 eV
- Electronic energy: -62394.74833 eV
- LUMO: 0.408 eV

ORCA input file:
```
! RIJCOSX wB97M-V def2-TZVPD def2/J DEFGRID3
* xyz 0 1
Si -7.866 -1.299 -1.682
Si -7.731 0.141 -4.262
O 0.875 -1.403 -0.132
O -1.921 -0.271 5.291
O 4.920 1.212 -2.136
O 0.979 -3.235 -2.548
O -8.101 0.007 -2.658
O 5.544 4.094 -2.805
O 3.835 -2.488 -1.847
O -3.356 1.632 7.176
O -4.658 0.151 4.060
O 8.245 2.701 -2.854
N -3.445 -1.511 -0.175
C 1.726 -2.112 -2.970
C -3.118 -0.978 5.543
C -3.334 1.520 8.579
C -3.801 -0.672 -1.143
C -1.990 1.141 5.243
C 7.894 3.870 -2.136
C 4.013 0.787 -1.140
C 0.249 -2.668 -0.272
C -4.032 -1.085 4.345
C -5.728 -2.214 -0.051
C 3.209 -2.358 -3.110
C -6.102 -1.346 -1.075
C -4.405 -2.264 0.359
C -5.097 -0.547 -1.626
C 4.928 -3.376 -1.848
C 9.226 2.915 -3.840
C -4.883 0.362 2.685
C 6.439 3.857 -1.736
C 5.289 3.022 -3.691
C 4.325 1.993 -3.149
C 1.047 -3.577 -1.174
C -0.041 -0.340 -0.002
C -2.075 1.801 6.598
H -0.797 -0.373 -0.793
H 8.498 3.934 -1.220
H 4.014 1.348 -3.985
H 6.195 2.936 -1.201
H -6.456 -2.854 0.444
H 10.203 3.149 -3.401
H -8.148 -2.541 -2.438
H -2.796 -1.993 5.788
H 3.433 2.504 -2.767
H -3.658 -0.573 6.402
H 3.642 -1.503 -3.650
H -2.802 1.485 4.597
H -5.686 -0.280 2.303
H 6.290 4.699 -1.055
H 4.809 3.482 -4.559
H -5.307 0.172 -2.412
H 9.312 1.995 -4.415
H 0.521 0.590 -0.086
H -8.883 0.725 -4.973
H -4.795 -1.845 4.566
H -3.049 2.463 9.060
H -4.110 -2.933 1.164
H -3.449 -1.427 3.481
H 0.595 -4.570 -1.112
H 4.650 -4.350 -2.265
H 8.094 4.764 -2.738
H 3.426 1.630 -0.757
H 2.081 -3.649 -0.828
H -1.301 1.381 7.251
H 8.942 3.731 -4.515
H -5.175 1.403 2.557
H -0.554 -0.361 0.966
H 0.169 -3.148 0.713
H 1.348 -1.877 -3.968
H -1.867 2.872 6.469
H 3.337 0.014 -1.511
H -6.556 1.022 -4.426
H -1.042 1.452 4.797
H -2.640 0.737 8.906
H 5.775 -2.977 -2.418
H -0.765 -2.551 -0.671
H -3.008 -0.055 -1.566
H 5.236 -3.511 -0.813
H 4.596 0.363 -0.325
H 6.213 2.543 -4.024
H -7.409 -1.189 -4.820
H -8.788 -1.217 -0.534
H -3.976 0.173 2.101
H 1.543 -1.249 -2.324
H 3.376 -3.259 -3.712
H -4.340 1.255 8.898
*
```

---

(2)
Here is a 13-piece molecular cluster, C23H52B2Cl24NO6Si overall at a distorted geometry from the OMol25 dataset. Energies are from wB97M-V/def2-TZVPD.

Computed properties:
- E_HOMO: -4.33 eV
- Orbital gap: 6.06 eV
- Electronic energy: -348244.69424 eV
- LUMO: 1.727 eV

ORCA input file:
```
! RIJCOSX wB97M-V def2-TZVPD def2/J DEFGRID3
* xyz -1 1
Cl -8.350 -4.553 9.884
Cl -1.697 -1.204 -4.584
Cl 5.598 -0.468 -8.874
Cl 3.069 0.983 -4.724
Cl -2.394 4.505 6.291
Cl 4.661 -2.422 -4.372
Cl -7.872 3.215 9.012
Cl -2.112 -4.330 -3.558
Cl 8.622 -0.306 -0.645
Cl -7.859 -2.070 8.405
Cl -4.659 4.730 1.107
Cl -0.822 1.594 -4.591
Cl 6.085 -3.541 -6.673
Cl -4.539 5.126 4.388
Cl 8.386 0.132 -9.546
Cl 5.903 0.419 -3.463
Cl -7.850 1.378 6.730
Cl 9.673 -2.503 -2.273
Cl -1.983 -7.039 -2.402
Cl -6.048 -1.169 5.280
Cl -4.776 -3.826 5.194
Cl -4.147 7.613 1.090
Cl 6.660 3.249 -3.320
Cl 2.420 3.561 -3.508
Si -2.373 -2.587 0.741
O -1.150 4.184 0.384
O 4.955 0.209 0.647
O -2.075 2.729 1.992
O 0.593 1.090 0.922
O -3.081 -1.442 -0.228
O 0.300 2.102 -1.139
N 2.155 3.670 0.514
C 3.848 -0.535 0.099
C -2.710 -0.068 0.062
C 2.514 -0.158 0.729
C 4.139 -2.021 0.411
C -1.439 0.359 -0.672
C -3.714 6.039 0.393
C 6.567 1.703 -2.447
C -0.822 -1.991 1.631
C -1.963 0.417 -5.239
C -3.294 3.959 4.866
C -3.535 -3.261 2.081
C -8.481 2.894 7.383
C 4.844 -2.397 -6.124
C 2.729 2.357 0.706
C 7.179 -1.136 -9.299
C -1.854 -4.100 -0.268
C -7.756 -2.889 9.967
C 2.710 2.687 -5.016
C 9.944 -0.860 -1.675
C -6.205 -2.891 5.661
C -2.197 -6.066 -3.866
C 1.863 1.162 0.284
C 1.455 1.277 -1.207
B -0.511 1.547 0.011
B -1.290 2.841 0.815
H -3.014 2.817 1.782
H -2.690 -4.422 -0.881
H -2.968 0.730 -4.979
H 7.507 -1.779 -8.493
H 1.323 3.796 1.067
H 3.632 2.312 0.093
H -2.680 0.124 1.137
H -3.909 6.065 -0.672
H 7.078 -1.702 -10.217
H 3.558 3.131 -5.524
H 2.637 -0.165 1.816
H 4.634 0.594 1.475
H -6.720 -2.906 10.280
H -0.805 -0.512 -0.861
H 3.898 -2.667 -6.579
H 10.862 -0.849 -1.100
H 2.111 1.906 -1.834
H 1.812 -0.948 0.481
H -3.776 3.019 5.101
H -0.889 4.687 1.178
H 5.134 -1.401 -6.427
H -7.064 -3.288 5.133
H -8.177 3.704 6.735
H 3.050 2.257 1.748
H -3.541 0.530 -0.321
H -8.356 -2.342 10.683
H 3.220 -2.602 0.451
H 1.212 0.336 -1.715
H -2.602 3.830 4.039
H -1.413 -6.330 -4.565
H -1.669 -4.911 0.436
H -3.167 -6.294 -4.288
H 3.864 -0.424 -0.984
H -0.948 -1.008 2.077
H -6.343 -2.988 6.728
H 10.024 -0.194 -2.526
H 1.972 3.849 -0.460
H -0.974 -3.863 -0.857
H -1.848 0.375 -6.316
H 7.560 1.409 -2.136
H -2.989 -4.086 2.546
H -4.449 -3.656 1.643
H -3.738 -2.543 2.871
H -1.763 0.744 -1.639
H 4.870 -2.454 -0.267
H 1.819 2.761 -5.628
H 5.930 1.826 -1.583
H -2.669 5.843 0.575
H 4.536 -2.040 1.428
H -9.561 2.828 7.426
H -0.004 -1.994 0.915
H -0.578 -2.702 2.422
*
```

---

(3)
Here is C23H52HoO4P4 as an isolated structure at a distorted geometry from the OMol25 dataset. Energies are from wB97M-V/def2-TZVPD.

Computed properties:
- E_HOMO (spin up / spin down): -14.52 / -14.52 eV
- Orbital gap (spin up / spin down): 3.59 / 3.72 eV
- Electronic energy: -95812.90773 eV
- ΔE to the lowest compared entry with this formula, charge and spin: 31.7 kcal/mol
- LUMO (spin up / spin down): -10.928 / -10.803 eV

ORCA input file:
```
! RIJCOSX wB97M-V def2-TZVPD def2/J DEFGRID3
* xyz 3 5
Ho 0.379 -0.221 0.124
P 2.515 0.807 1.619
P 2.392 -0.581 -1.695
P -0.431 2.056 -1.177
P -1.002 0.322 2.544
O -0.706 -0.820 3.708
O -1.259 -0.164 -4.666
O -2.573 0.048 2.100
O -1.093 1.662 3.508
C 2.325 1.241 3.391
C 0.672 3.082 -2.216
C -1.240 -0.928 5.066
C 0.855 -2.545 0.956
C -0.976 -3.467 -6.061
C -0.019 -2.725 -0.103
C 1.531 -0.828 -3.284
C -1.454 -1.178 -5.564
C -2.210 -3.544 -6.730
C -2.986 -2.388 -6.947
C 4.057 -0.176 1.780
C -0.541 -2.231 -5.565
C 3.301 -2.165 -1.575
C -1.960 3.397 4.886
C -1.257 3.277 -0.126
C -1.806 1.686 -2.322
C -0.122 -0.807 6.065
C -2.613 -1.175 -6.360
C 3.731 0.579 -2.145
C -3.045 -2.394 2.203
C -3.452 -1.008 2.630
C 3.238 2.402 1.056
C -2.170 2.644 3.597
H -2.012 -0.167 5.246
H 0.641 -1.567 5.873
H 2.620 -2.973 -1.281
H -3.871 -3.072 2.447
H 1.084 2.501 -3.054
H -2.718 4.179 4.988
H 4.760 0.393 2.403
H 2.468 3.182 1.095
H 1.925 0.389 3.953
H 4.057 2.676 1.736
H -0.507 3.753 0.514
H -2.104 3.302 2.719
H 0.460 -2.078 -5.160
H 2.263 -1.140 -4.040
H -1.989 2.767 0.510
H -2.063 2.726 5.747
H -2.167 -2.725 2.767
H -2.610 1.128 -1.821
H 3.622 2.327 0.033
H -0.967 3.860 4.921
H -2.077 0.398 -4.645
H -2.557 -4.504 -7.122
H -3.876 -2.419 -7.576
H -1.719 -1.913 5.117
H 0.118 3.953 -2.598
H -3.483 -0.912 3.725
H -4.436 -0.727 2.244
H 4.223 0.208 -3.057
H 1.913 -2.828 0.879
H 0.505 -2.397 1.992
H 0.329 0.190 6.033
H -0.345 -4.352 -5.934
H 0.772 -1.612 -3.174
H 3.315 1.578 -2.333
H 1.019 0.082 -3.621
H 4.518 -0.382 0.808
H -3.173 -0.245 -6.465
H 1.512 3.422 -1.596
H 4.468 0.647 -1.333
H -2.206 2.607 -2.773
H 3.313 1.509 3.792
H 1.642 2.089 3.513
H -2.841 -2.468 1.128
H 4.096 -2.086 -0.823
H -1.749 4.014 -0.772
H -1.370 1.040 -3.087
H -0.515 -0.967 7.072
H 3.834 -1.126 2.280
H -1.108 -2.689 0.031
H 3.734 -2.379 -2.562
H -3.145 2.136 3.610
H 0.311 -3.184 -1.043
*
```